Density functional theory data (the ωB97M-V functional and the def2-TZVPD basis) for the molecule C5H8O.

```
14
Properties=species:S:1:pos:R:3:forces:R:3
C -0.7142 1.3016 -0.8341 -0.04 0.03 0.02
C 0.4678 0.6963 -0.1058 0.06 0.22 -0.09
C 0.3562 0.3603 1.3636 -0.05 0.00 0.14
C 0.4851 -0.7218 0.3566 0.10 -0.21 -0.17
O -0.7025 -1.4736 0.0861 -0.11 -0.50 -0.45
C -0.6629 -2.5538 -0.6477 0.41 0.49 0.58
H -1.6659 0.8790 -0.4972 0.20 0.01 -0.01
H -0.6500 1.1571 -1.9183 0.05 -0.04 0.18
H -0.7398 2.3795 -0.6415 -0.02 -0.14 -0.05
H 1.4381 1.0502 -0.4452 -0.10 0.03 0.10
H -0.6350 0.4471 1.8010 0.17 0.10 -0.02
H 1.1929 0.5404 2.0289 -0.14 0.00 -0.04
H 1.3866 -1.3300 0.2734 -0.22 0.14 0.01
H 0.4437 -2.7324 -0.8198 -0.31 -0.12 -0.20
```
Positions in Å, forces in eV/Å.

Results
Gap between HOMO and LUMO = 9.5 eV
2S+1 = 1
DFT total energy = -270.4022 Ha
HOMO energy = -8.66 eV
Energy relative to the best compared isomer or geometry (same formula, charge and spin) = 97.7 kcal per mole
F_max = 0.0169 hartree/bohr


Density functional theory data (the ωB97M-V functional and the def2-TZVPD basis) for the molecule C4H6NO2P in a non-equilibrium geometry.

```
14
Properties=species:S:1:pos:R:3:forces:R:3
C -1.0088 -0.9396 0.7187 -0.10 0.82 -1.88
C -0.9972 -1.0734 -0.7400 -0.34 -2.99 -1.61
C -0.0292 -0.5747 1.5293 -0.48 -1.17 0.47
C -0.0258 -0.8204 -1.6098 1.50 0.95 2.49
N 1.9076 1.7560 0.4168 1.33 -2.19 -0.84
O 3.3857 -0.3522 -0.0911 -1.51 0.56 -0.35
O 1.3081 -0.6430 1.3316 0.31 0.62 -0.81
P 1.9695 0.0889 0.0375 -0.50 0.14 -0.70
H -1.9773 -1.0877 1.1119 -0.81 0.25 0.82
H -1.8175 -1.8265 -1.1998 1.37 2.01 1.06
H -0.2831 -0.4404 2.5496 0.04 0.12 0.96
H 0.0824 -1.1274 -2.6508 0.25 0.43 0.38
H 2.8633 2.1061 0.4130 -0.55 0.29 0.04
H 1.1499 2.3610 0.6274 -0.51 0.17 -0.02
```
Positions in Å, forces in eV/Å.

Results
Gap between HOMO and LUMO = 8.3 eV
2S+1 = 1
DFT total energy = -702.5141 Ha
HOMO energy = -9.01 eV
Energy relative to the best compared isomer or geometry (same formula, charge and spin) = 76.7 kcal per mole
F_max = 0.0664 hartree/bohr


Density functional theory data (the ωB97M-V functional and the def2-TZVPD basis) for a cluster of 9 separate species, C44H101I2N2O11P in total in a non-equilibrium geometry.

```
161
Properties=species:S:1:pos:R:3:forces:R:3
C -0.5931 -3.5063 3.0970 0.21 -0.31 0.25
O -0.4156 -4.1866 1.8655 0.14 0.05 -0.10
C -0.9769 -3.5188 0.7598 -0.01 0.29 0.37
C 0.0916 -3.0138 -0.2447 -0.04 -1.19 -0.10
C -0.6543 -2.8500 -1.5901 -0.37 0.06 0.21
I 0.3922 -1.6737 -3.0804 0.43 0.03 0.32
C -2.1147 -2.3417 -1.4790 0.35 0.59 -0.76
C -2.3048 -0.9596 -0.8772 0.21 0.03 -0.17
I -2.9451 -2.2915 -3.4866 -0.60 -0.32 0.04
C 1.1734 -4.1577 -0.2751 0.11 0.69 -1.67
P 2.3216 -4.4051 -1.7479 0.99 -0.51 0.72
N 3.5425 -5.3107 -1.3359 -0.51 0.05 -0.34
O 2.0893 -3.8757 0.7638 0.16 0.19 0.98
C 1.8270 -2.6589 1.3008 0.48 0.53 1.41
O 2.2470 -2.2785 2.3781 -0.50 -0.72 -2.03
C 0.9551 -1.8919 0.2942 0.01 -0.26 0.70
N 0.2504 -0.8028 0.8975 0.08 -0.17 -0.16
C 0.8599 0.3017 1.0288 -0.27 0.13 0.31
C 0.1381 1.4255 1.6993 0.49 -0.11 0.06
C 2.2508 0.5989 0.5631 -0.02 0.01 -0.54
H -0.3422 -2.4545 3.0107 -0.11 0.25 -0.01
H 0.0935 -3.9560 3.8044 0.19 -0.08 0.09
H -1.5975 -3.6494 3.4874 -0.30 0.14 -0.06
H -1.6372 -4.2158 0.2534 -0.04 -0.21 -0.16
H -1.5557 -2.6719 1.1182 -0.17 0.13 -0.08
H -0.7208 -3.8489 -2.0106 0.06 -0.10 -0.29
H -2.7409 -3.0854 -1.0119 -0.02 -0.21 0.15
H -1.4544 -0.3342 -1.1223 0.16 0.18 -0.08
H -2.3668 -0.9849 0.2027 -0.04 -0.07 0.23
H -3.1787 -0.4746 -1.2875 -0.32 0.02 0.10
H 0.7380 -5.1439 -0.1652 -0.06 0.27 0.70
H 2.7506 -3.1149 -2.0888 -0.30 0.08 -0.10
H 1.5446 -4.9240 -2.8030 -0.27 0.46 -0.05
H 3.6006 -6.1271 -1.9307 0.13 -0.19 0.12
H 1.6628 -1.6497 -0.5036 0.03 0.46 -0.13
H 0.0039 2.2480 1.0018 -0.23 0.17 -0.09
H 0.7799 1.7931 2.4969 0.01 0.15 0.20
H -0.7962 1.0869 2.1210 -0.31 0.01 -0.05
H 2.9720 -0.1453 0.8761 0.11 -0.13 0.22
H 2.2561 0.6112 -0.5277 0.03 -0.04 -0.18
H 2.5702 1.5813 0.8807 0.10 0.16 0.20
C -0.0597 -7.4145 -0.9830 -0.09 -0.06 -0.22
C -1.5261 -7.1768 -0.6624 0.09 -0.12 0.14
O -2.1250 -6.1549 -1.4396 0.00 0.17 0.03
C -2.1382 -6.3730 -2.8427 0.04 0.07 -0.10
C -2.9068 -7.6067 -3.2796 0.05 -0.08 0.18
H 0.4998 -6.4787 -0.9352 -0.11 -0.56 -0.15
H 0.3727 -8.1137 -0.2679 0.02 0.03 0.04
H 0.0770 -7.8343 -1.9808 0.01 -0.04 0.01
H -1.6236 -6.8458 0.3718 -0.02 0.06 0.02
H -2.0949 -8.1087 -0.7514 0.02 0.00 -0.03
H -1.1122 -6.3995 -3.2304 0.01 -0.06 -0.02
H -2.6046 -5.4800 -3.2518 -0.06 0.07 -0.06
H -2.4172 -8.5280 -2.9592 0.02 0.00 -0.04
H -2.9825 -7.6326 -4.3663 0.00 0.03 -0.01
H -3.9121 -7.5979 -2.8573 -0.03 0.03 -0.03
C -2.1956 6.0429 -1.5445 -0.10 -0.04 0.06
C -1.6005 4.6567 -1.3706 0.03 0.08 -0.12
O -1.8132 4.0938 -0.0879 0.18 -0.06 0.10
C -3.1634 3.8950 0.2837 -0.13 -0.06 0.04
C -3.9151 2.9377 -0.6263 0.06 0.05 -0.11
H -1.8656 6.7050 -0.7426 0.05 0.01 -0.01
H -1.8917 6.4707 -2.5000 -0.01 0.02 -0.01
H -3.2864 6.0206 -1.5297 0.00 0.01 -0.05
H -0.5171 4.7091 -1.4831 0.02 -0.04 0.05
H -1.9662 3.9800 -2.1515 -0.03 0.02 0.00
H -3.6887 4.8541 0.3543 -0.01 0.00 -0.04
H -3.1247 3.4818 1.2921 0.06 0.01 0.01
H -4.0555 3.3512 -1.6261 -0.04 0.01 0.01
H -4.9020 2.7257 -0.2145 0.00 -0.01 0.02
H -3.3670 1.9997 -0.7272 -0.01 -0.02 0.04
C -4.7475 9.6661 -5.3625 0.12 0.03 -0.07
C -4.0260 9.4775 -4.0385 -0.11 0.05 0.02
O -2.8098 8.7640 -4.1452 0.02 -0.19 0.07
C -1.8114 9.3579 -4.9546 0.13 0.08 -0.05
C -1.3509 10.7176 -4.4595 -0.16 0.05 0.07
H -4.8708 8.7084 -5.8694 -0.04 -0.02 0.02
H -5.7318 10.1033 -5.1937 -0.02 -0.01 0.02
H -4.2010 10.3313 -6.0328 -0.03 0.03 0.01
H -4.6475 8.8838 -3.3679 0.04 -0.04 0.02
H -3.8634 10.4434 -3.5471 0.00 0.02 -0.04
H -2.1428 9.4140 -5.9980 -0.02 0.03 0.01
H -0.9726 8.6617 -4.9286 -0.03 -0.05 0.02
H -2.1338 11.4728 -4.5520 0.01 0.00 -0.05
H -0.4927 11.0574 -5.0392 0.03 -0.02 0.00
H -1.0603 10.6619 -3.4100 0.09 0.00 -0.02
C 0.2488 -1.6278 6.7812 -0.01 -0.16 0.02
C -1.1573 -1.2777 7.2372 0.08 0.11 0.00
O -2.1267 -2.2513 6.8976 -0.09 0.03 -0.08
C -1.9165 -3.5394 7.4473 -0.01 -0.15 0.06
C -1.9102 -3.5685 8.9655 0.06 0.16 0.00
H 0.2543 -1.8715 5.7177 0.03 0.05 -0.02
H 0.9232 -0.7881 6.9502 -0.02 0.03 -0.01
H 0.6488 -2.4870 7.3223 0.02 0.03 0.02
H -1.4850 -0.3634 6.7420 -0.05 -0.02 -0.03
H -1.1735 -1.0766 8.3147 0.02 -0.03 0.01
H -0.9924 -3.9781 7.0530 0.02 0.01 0.03
H -2.7387 -4.1490 7.0715 -0.03 0.05 -0.04
H -1.0473 -3.0462 9.3790 0.03 -0.08 0.04
H -1.8674 -4.5969 9.3230 0.01 -0.02 0.00
H -2.8099 -3.0945 9.3608 -0.04 -0.04 -0.02
C 9.0420 -2.3891 -3.7014 -0.02 -0.13 0.03
C 7.7103 -1.9250 -3.1346 0.07 0.10 0.02
O 6.6217 -2.7615 -3.4678 -0.10 0.02 -0.09
C 6.7105 -4.0993 -3.0020 -0.03 -0.16 0.04
C 6.7787 -4.2248 -1.4925 0.18 0.22 0.05
H 8.9613 -2.5562 -4.7761 0.00 0.04 -0.02
H 9.8098 -1.6364 -3.5196 -0.01 0.02 -0.01
H 9.3765 -3.3203 -3.2422 0.02 0.02 0.02
H 7.4598 -0.9487 -3.5509 -0.05 -0.01 -0.02
H 7.7795 -1.7976 -2.0480 0.03 -0.03 0.00
H 7.5573 -4.6125 -3.4735 0.02 0.02 0.02
H 5.8044 -4.5878 -3.3595 -0.04 0.06 -0.02
H 7.7140 -3.8273 -1.0903 0.02 -0.05 -0.03
H 6.7058 -5.2708 -1.1995 -0.07 -0.02 0.00
H 5.9540 -3.6830 -1.0316 -0.07 -0.09 0.01
C -2.9774 -0.0407 -7.6017 -0.11 0.00 -0.12
C -2.8303 -1.5530 -7.6239 0.13 0.10 0.05
O -4.0624 -2.2486 -7.6280 -0.01 -0.09 0.12
C -4.9030 -2.0043 -8.7390 -0.09 0.00 -0.10
C -4.2918 -2.4006 -10.0727 0.13 0.05 0.04
H -3.6337 0.2658 -6.7862 0.04 -0.01 0.04
H -2.0030 0.4283 -7.4636 0.02 -0.01 0.02
H -3.3996 0.3419 -8.5324 0.04 0.01 -0.01
H -2.3193 -1.8751 -6.7163 -0.03 -0.08 0.03
H -2.2047 -1.8694 -8.4664 -0.02 0.03 -0.03
H -5.2208 -0.9556 -8.7579 0.03 0.01 -0.03
H -5.7971 -2.6005 -8.5573 0.01 -0.02 0.06
H -3.4445 -1.7662 -10.3374 -0.03 0.02 -0.03
H -5.0335 -2.3093 -10.8664 -0.02 -0.01 0.00
H -3.9387 -3.4318 -10.0385 -0.04 -0.02 -0.01
C 3.6339 11.3850 -2.0016 -0.01 -0.14 0.04
C 2.2222 11.7153 -1.5465 0.09 0.09 0.01
O 1.2637 10.7350 -1.8950 -0.13 0.02 -0.10
C 1.4685 9.4451 -1.3500 -0.02 -0.13 0.05
C 1.4412 9.4057 0.1686 0.08 0.13 0.01
H 3.6461 11.1519 -3.0668 0.00 0.04 -0.02
H 4.2938 12.2335 -1.8203 -0.01 0.02 -0.01
H 4.0444 10.5271 -1.4668 0.02 0.03 0.02
H 1.8870 12.6291 -2.0370 -0.06 -0.02 -0.02
H 2.2001 11.9089 -0.4680 0.03 -0.03 0.01
H 2.3998 9.0101 -1.7305 0.02 0.01 0.03
H 0.6528 8.8368 -1.7430 -0.02 0.04 -0.04
H 2.2937 9.9283 0.6053 0.02 -0.04 0.01
H 1.4727 8.3732 0.5169 -0.02 -0.02 -0.01
H 0.5323 9.8759 0.5453 -0.03 -0.04 -0.01
C 3.0969 -3.6808 11.0861 -0.01 -0.14 0.04
C 1.7006 -3.3517 11.5869 0.09 0.09 0.00
O 0.7310 -4.3310 11.2673 -0.12 0.04 -0.09
C 0.9544 -5.6205 11.8041 0.00 -0.12 0.06
C 0.9753 -5.6601 13.3230 0.07 0.12 0.01
H 3.0752 -3.9119 10.0205 0.00 0.04 -0.02
H 3.7623 -2.8326 11.2475 -0.01 0.02 -0.01
H 3.5245 -4.5396 11.6059 0.02 0.03 0.02
H 1.3503 -2.4364 11.1087 -0.06 -0.02 -0.02
H 1.7126 -3.1595 12.6658 0.03 -0.02 0.01
H 1.8739 -6.0540 11.3946 0.02 0.01 0.03
H 0.1284 -6.2298 11.4367 -0.02 0.04 -0.04
H 1.8404 -5.1362 13.7325 0.02 -0.04 0.00
H 1.0198 -6.6925 13.6701 -0.01 -0.02 -0.01
H 0.0782 -5.1912 13.7286 -0.03 -0.04 -0.01
```
Positions in Å, forces in eV/Å.

Results
Gap between HOMO and LUMO = 8.5 eV
2S+1 = 1
DFT total energy = -3610.7466 Ha
HOMO energy = -8.39 eV
F_max = 0.0430 hartree/bohr


Density functional theory data (the ωB97M-V functional and the def2-TZVPD basis) for a structure of composition C36H38F3N5O8SeSiTi in a non-equilibrium geometry.

```
93
Properties=species:S:1:pos:R:3:forces:R:3
Ti -0.3051 0.2325 -0.3458 -1.28 1.82 2.14
C 1.3102 0.9772 3.4135 0.17 -0.11 -0.05
C 1.0138 1.7459 2.1584 -0.79 0.40 0.38
O 0.2240 1.2833 1.3334 0.85 0.87 0.86
N 1.5048 3.0148 2.1188 0.34 -0.29 -0.40
C 1.7450 3.7185 0.8692 -0.12 -0.27 -0.21
C 3.0580 3.2872 0.2319 -0.16 -0.33 0.54
C 3.5375 3.9227 -0.9016 0.20 0.07 -0.33
C 4.7120 3.4630 -1.4781 -0.28 0.01 0.10
C 5.3368 2.3599 -0.9189 0.10 -0.11 -0.08
C 4.7822 1.7923 0.2126 0.00 0.09 0.23
N 3.6940 2.2682 0.8155 -0.12 0.04 -0.38
H 0.3757 0.7585 3.9284 0.02 0.04 -0.05
H 1.9810 1.5123 4.0830 0.04 -0.02 0.02
H 1.7530 0.0240 3.1233 -0.02 -0.02 0.01
H 2.2619 3.1672 2.7665 -0.09 -0.18 0.19
H 1.7638 4.7913 1.0635 -0.18 0.00 -0.05
H 0.9211 3.4900 0.1888 0.03 0.10 -0.07
H 2.9847 4.7446 -1.3386 -0.03 0.00 0.01
H 5.1147 3.9340 -2.3653 -0.04 0.01 -0.02
H 6.2246 1.9324 -1.3644 0.01 -0.01 0.00
H 5.2251 0.9203 0.6807 0.08 0.00 -0.05
O 1.4207 -0.5030 -0.2716 0.52 -0.27 -0.71
N 2.0660 -0.3731 -1.4411 1.11 -0.45 0.03
N 1.5379 0.6415 -2.1160 0.44 0.35 -0.15
O 0.6657 1.4440 -1.4681 0.75 0.31 -0.50
C 1.8217 0.8492 -3.4353 -0.06 -0.01 -0.39
C 1.2496 1.9376 -4.1158 -0.04 0.00 0.28
C 1.4876 2.1038 -5.4645 0.13 -0.08 -0.09
C 2.2938 1.2109 -6.1667 0.02 0.02 -0.06
C 2.8680 0.1381 -5.4890 -0.04 0.17 -0.12
C 2.6464 -0.0509 -4.1402 0.00 0.02 0.27
H 0.6064 2.6102 -3.5644 -0.01 0.01 -0.02
H 1.0298 2.9363 -5.9858 -0.02 0.01 0.03
H 2.4592 1.3437 -7.2289 0.02 -0.01 0.00
H 3.4872 -0.5650 -6.0349 0.01 -0.03 0.05
H 3.0709 -0.8856 -3.6021 0.00 -0.04 -0.06
F -0.8735 7.5443 -1.0279 -0.06 0.09 -0.02
C -1.9945 6.7877 -1.3866 0.03 -0.28 0.08
F -2.2159 7.1059 -2.6866 0.03 -0.06 0.06
F -2.9997 7.4139 -0.6733 0.08 0.04 -0.02
C -1.8690 5.3654 -1.1240 -0.08 0.43 -0.16
C -1.7832 4.8938 0.2212 0.05 -0.04 -0.01
C -1.5580 3.5647 0.4442 -0.11 0.04 0.03
N -1.4142 2.6343 -0.5351 0.38 -0.36 0.13
C -1.6089 3.0704 -1.8122 -0.02 0.29 -0.21
C -1.8049 4.3802 -2.1545 0.03 -0.12 0.12
H -1.8991 5.5904 1.0429 0.01 -0.09 0.10
H -1.4840 3.1804 1.4582 0.00 0.07 0.02
H -1.6061 2.2968 -2.5721 0.03 0.05 -0.03
H -1.9239 4.6709 -3.1902 -0.05 -0.11 -0.03
C 1.4096 -3.8558 0.6275 -0.19 0.13 0.14
C -0.0033 -3.9910 0.0360 -0.09 0.01 -0.11
C -0.4202 -5.4667 0.0549 -0.11 0.19 0.16
C 0.0737 -3.5721 -1.4355 -0.18 0.07 0.05
Si -1.1227 -2.7629 1.0386 0.17 -1.16 0.82
O -0.6675 -1.2548 0.8039 -0.06 -0.09 0.03
C -0.6980 -3.0447 2.9069 0.15 0.08 -0.21
C -0.6221 -1.9079 3.7148 -0.01 0.00 -0.09
C -0.3213 -1.9865 5.0670 0.02 0.00 0.07
C -0.0822 -3.2217 5.6540 0.00 0.01 0.04
C -0.1706 -4.3690 4.8785 0.01 -0.03 0.03
C -0.4801 -4.2742 3.5279 -0.05 -0.04 0.05
C -2.9882 -3.1158 1.2217 0.18 0.20 -0.17
C -3.5810 -4.3743 1.1646 0.17 -0.08 -0.02
C -4.9450 -4.5423 1.3628 -0.11 -0.04 0.05
C -5.7468 -3.4509 1.6590 0.01 -0.02 0.00
C -5.1675 -2.1929 1.7615 -0.04 -0.01 0.07
C -3.8091 -2.0314 1.5439 0.03 0.02 0.08
H 2.1112 -4.4930 0.0761 -0.01 0.00 -0.05
H 1.4337 -4.1436 1.6806 0.10 -0.05 -0.01
H 1.7413 -2.8189 0.5477 0.09 0.00 0.00
H 0.3355 -6.0598 -0.4745 0.01 -0.01 -0.01
H -1.3737 -5.6022 -0.4587 0.00 -0.07 0.01
H -0.5036 -5.8661 1.0678 -0.04 -0.09 -0.03
H 0.7895 -4.2106 -1.9694 0.02 -0.04 0.04
H 0.3987 -2.5417 -1.5305 0.10 0.03 -0.09
H -0.9024 -3.6510 -1.9145 0.01 0.01 -0.07
H -0.7977 -0.9477 3.2421 0.00 0.00 0.05
H -0.2617 -1.0857 5.6696 -0.01 0.01 -0.01
H 0.1707 -3.2910 6.7062 -0.02 0.01 0.00
H 0.0102 -5.3393 5.3291 -0.01 0.00 -0.02
H -0.5471 -5.1868 2.9473 0.02 -0.01 0.04
H -2.9735 -5.2497 0.9629 -0.05 0.02 -0.06
H -5.3876 -5.5298 1.2841 0.03 -0.01 0.01
H -6.8128 -3.5788 1.8107 0.01 0.00 0.00
H -5.7822 -1.3353 2.0101 0.02 0.03 -0.05
H -3.3712 -1.0425 1.5981 -0.04 0.05 -0.06
O -3.2933 -0.0182 -2.7625 0.05 0.36 -0.33
Se -2.4356 -0.6873 -1.5875 -3.02 -0.53 -2.03
O -0.7956 -0.5826 -1.9529 0.30 -0.32 -0.54
O -2.4597 0.2222 -0.2308 0.38 0.10 0.41
O -2.8460 -2.2221 -1.3935 0.32 -0.78 0.39
```
Positions in Å, forces in eV/Å.

Results
Gap between HOMO and LUMO (spin up / spin down) = 3.6 / 7.2 eV
Charge = -2
Expectation value of S² = 2.026
2S+1 = 3
DFT total energy = -6110.3944 Ha
HOMO energy (spin up / spin down) = 0.48 / -3.11 eV
Energy relative to the best compared isomer or geometry (same formula, charge and spin) = 58.9 kcal per mole
F_max = 0.0715 hartree/bohr


Density functional theory data (the ωB97M-V functional and the def2-TZVPD basis) for a cluster of 2 separate species, C3H10N in total in a non-equilibrium geometry.

```
14
Properties=species:S:1:pos:R:3:forces:R:3
C 4.0077 -3.4268 0.5537 0.08 -0.40 -0.33
H 5.0426 -3.7174 0.6948 0.07 -0.38 -0.12
H 3.9624 -2.8233 -0.3492 -0.04 0.67 0.36
H 3.6970 -2.9840 1.4938 -0.31 0.46 -0.25
H 3.3638 -4.2689 0.3117 0.20 -0.35 0.34
C -3.3100 1.7603 -0.5920 -0.07 -0.31 1.41
C -0.8824 1.8704 -0.2047 -1.00 -0.66 -0.01
N -2.0706 2.2610 0.0463 0.84 0.46 -0.14
H -4.1393 2.1964 -0.0401 -0.04 0.39 -0.43
H -3.4071 0.7025 -0.3550 0.27 -0.18 -0.54
H -3.2794 2.0116 -1.6428 -0.21 -0.09 -0.10
H -0.8213 0.9455 -0.7710 0.52 0.24 -0.27
H -0.0343 2.4186 0.1824 0.07 -0.18 0.12
H -2.1292 3.0542 0.6722 -0.39 0.32 -0.04
```
Positions in Å, forces in eV/Å.

Results
Gap between HOMO and LUMO = 9.0 eV
Charge = +1
2S+1 = 1
DFT total energy = -174.7543 Ha
HOMO energy = -14.65 eV
Energy relative to the best compared isomer or geometry (same formula, charge and spin) = 35.9 kcal per mole
F_max = 0.0282 hartree/bohr